(1)
DFT (ωB97M-V with the def2-TZVPD basis set) results for an isolated molecule of C5H11NO.

Computed properties:
**Lowest unoccupied orbital energy**: 0.90 eV
**HOMO level**: -9.73 eV
**Gap between HOMO and LUMO**: 0.391 hartree
**SMILES string**: CC[C@@H](C)NC=O
**DFT total energy**: -327.1220 Ha

Bonds (Å) are listed after each position.
Atoms and positions in Å:
1 C -1.90579 0.22972 -1.24521  C2 1.527, H8 1.095, H9 1.096, H10 1.095
2 C -1.13147 -0.39014 -0.08483  C1 1.527, C3 1.535, H11 1.100, H12 1.097
3 C 0.31181 0.11604 0.04071  C2 1.535, C4 1.530, N5 1.458, H13 1.095
4 C 0.39540 1.53170 0.61430  C3 1.530, H14 1.095, H15 1.098, H16 1.094
5 N 1.09330 -0.81523 0.84532  C3 1.458, C6 1.358, H17 1.010
6 C 2.20814 -1.42776 0.36983  N5 1.358, O7 1.216, H18 1.107
7 O 2.71872 -1.21286 -0.71272  C6 1.216
8 H -1.87366 1.32438 -1.22441  C1 1.095
9 H -1.49251 -0.10191 -2.20421  C1 1.096
10 H -2.95770 -0.07217 -1.21418  C1 1.095
11 H -1.65752 -0.19780 0.86211  C2 1.100
12 H -1.10443 -1.47865 -0.21465  C2 1.097
13 H 0.79496 0.09733 -0.94189  C3 1.095
14 H -0.03800 2.26627 -0.07258  C4 1.095
15 H -0.14689 1.60006 1.56622  C4 1.098
16 H 1.43834 1.80907 0.79368  C4 1.094
17 H 0.72564 -1.11491 1.73646  N5 1.010
18 H 2.62167 -2.16312 1.08606  C6 1.107

In elementary charge units, the Löwdin charges are: -0.1035, -0.2254, -0.3887, -0.0488, 0.0397, -0.3608, 0.0085, 0.0674, 0.0783, 0.0716, 0.1099, 0.1116, 0.1394, 0.0737, 0.0798, 0.0813, 0.1376, 0.1284

(2)
DFT (ωB97M-V with the def2-TZVPD basis set) results for a cluster of 2 separate species, C5H11NO in total at a distorted geometry.

Computed properties:
**Lowest unoccupied orbital energy (alpha / beta)**: -3.84 / -6.78 eV
**HOMO level (alpha / beta)**: -14.30 / -14.25 eV
**Total charge**: +1
**Gap between HOMO and LUMO (alpha / beta)**: 0.384 / 0.275 hartree
**DFT total energy**: -326.7748 Ha
**2S+1**: 2

Bonds (Å) are listed after each position.
Atoms and positions in Å:
1 C -1.85310 -0.83125 -0.95085  N2 1.437, H7 1.096, H8 1.085, H9 1.087
2 N -0.46303 -0.66369 -0.62781  C1 1.437, C3 1.339, H10 1.016
3 C 0.21140 0.46256 -0.36297  N2 1.339, C4 1.386, C6 1.471
4 C -0.41224 1.58619 0.15557  C3 1.386, H11 1.077, H12 1.079
5 C 2.48825 1.26486 -0.79312  C6 1.319, H13 1.088, H14 1.087
6 C 1.67030 0.29279 -0.43884  C3 1.471, C5 1.319, H15 1.083
7 H -2.24944 -1.66785 -0.36450  C1 1.096
8 H -2.42450 0.03561 -0.63472  C1 1.085
9 H -2.05357 -1.05920 -1.99441  C1 1.087
10 H 0.07040 -1.48479 -0.35519  N2 1.016
11 H -1.42667 1.53195 0.51356  C4 1.077
12 H 0.10202 2.53525 0.15218  C4 1.079
13 H 2.09161 2.21631 -1.14184  C5 1.088
14 H 3.56538 1.17908 -0.67593  C5 1.087
15 H 2.05339 -0.67178 -0.12787  C6 1.083
16 H -1.17032 -1.28304 2.51539  O18 0.966
17 H 0.02361 -2.12377 2.80280  O18 0.966
18 O -0.22349 -1.31922 2.32853  H16 0.966, H17 0.966

In elementary charge units, the Löwdin charges are: -0.0132, 0.0567, -0.2735, 0.2357, 0.0845, -0.0991, 0.1090, 0.0898, 0.1116, 0.1555, 0.0913, 0.0984, 0.0842, 0.0898, 0.1236, 0.0486, 0.0574, -0.0500

(3)
DFT (ωB97M-V with the def2-TZVPD basis set) results for a cluster of 2 separate species, C5H11NO in total at a distorted geometry.

Computed properties:
**Lowest unoccupied orbital energy (alpha / beta)**: -5.16 / -6.92 eV
**HOMO level (alpha / beta)**: -13.69 / -14.90 eV
**Total charge**: +1
**Gap between HOMO and LUMO (alpha / beta)**: 0.313 / 0.293 hartree
**DFT total energy**: -326.7659 Ha
**2S+1**: 2

Bonds (Å) are listed after each position.
Atoms and positions in Å:
1 C 0.27786 -1.39396 0.73789  C4 1.499, H7 1.095, H8 1.082, H9 1.094
2 N 1.32131 1.31745 0.23774  C3 1.339, H10 1.018, H11 0.987
3 C 0.02211 1.05254 0.05212  N2 1.339, C4 1.413, H12 1.084
4 C -0.55025 -0.18126 0.43577  C1 1.499, C3 1.413, C5 1.433
5 C -1.97624 -0.31117 0.38017  C4 1.433, C6 1.352, H13 1.086
6 C -2.83830 0.66786 0.02346  C5 1.352, H14 1.085, H15 1.075
7 H 1.12542 -1.15852 1.38966  C1 1.095
8 H -0.37666 -2.08079 1.25888  C1 1.082
9 H 0.79513 -1.67410 -0.18390  C1 1.094
10 H 1.61347 1.13782 1.19673  N2 1.018
11 H 1.54401 2.24302 -0.02125  N2 0.987
12 H -0.37584 1.62454 -0.77840  C3 1.084
13 H -2.27617 -1.35327 0.44078  C5 1.086
14 H -2.35932 1.64103 0.01673  C6 1.085
15 H -3.89736 0.78859 0.16646  C6 1.075
16 H 2.16440 -0.20015 -1.05147  O18 0.963
17 H 2.34185 -1.07912 -2.35292  O18 0.964
18 O 2.66257 -0.91742 -1.45800  H16 0.963, H17 0.964

In elementary charge units, the Löwdin charges are: 0.0016, 0.1694, -0.0487, -0.1892, -0.0792, 0.1415, 0.1026, 0.0974, 0.0962, 0.1525, 0.1240, 0.1534, 0.1235, 0.0692, 0.0939, -0.0192, 0.0569, -0.0457